ORCA calculation (ωB97M-V/def2-TZVPD) on C36H29Br2ClN2O6P2Ti as an isolated structure.

multiplicity	3
Kohn-Sham gap (alpha / beta)	7.0 / 9.0	eV
E_HOMO (alpha / beta)	-6.61 / -8.71	eV
largest force on an atom	0.1	eV/Å

The geometry in XYZ format:
```
79
Properties=species:S:1:pos:R:3:forces:R:3
Ti 0.490408 -1.278258 1.012572 0.1 0.1 0.1
N -0.956529 1.329759 -0.086360 0.0 0.0 0.0
P 0.468524 1.389239 0.853811 0.0 0.0 0.0
C 1.678264 2.234028 -0.208251 0.0 0.0 0.0
C 1.547575 2.251130 -1.592798 0.0 0.0 0.0
C 2.554186 2.785871 -2.385758 0.0 0.0 0.0
C 3.701716 3.298546 -1.801046 0.0 0.0 0.0
C 3.840408 3.281610 -0.418564 0.0 0.0 0.0
C 2.835805 2.750982 0.373928 0.0 0.0 0.0
C 0.127097 2.623140 2.143063 0.0 0.0 0.0
C -0.098088 2.158665 3.436285 0.0 0.0 0.0
C -0.447341 3.046235 4.445925 0.0 0.0 0.0
C -0.570531 4.398410 4.166245 0.0 0.0 0.0
C -0.337810 4.869694 2.879044 0.0 0.0 0.0
C 0.013483 3.986524 1.871778 0.0 0.0 0.0
P -1.750620 -0.147689 0.196693 0.0 0.0 0.0
C -3.236979 0.292779 1.144105 0.0 0.0 0.0
C -3.221083 0.094165 2.522407 0.0 0.0 0.0
C -4.289729 0.521044 3.299579 0.0 0.0 0.0
C -5.375767 1.143652 2.704392 0.0 0.0 0.0
C -5.400014 1.340734 1.328524 0.0 0.0 0.0
C -4.335412 0.916269 0.550710 0.0 0.0 0.0
C -2.413038 -0.661733 -1.415189 0.0 0.0 0.0
C -1.785717 -0.286690 -2.598513 0.0 0.0 0.0
C -2.210878 -0.811584 -3.811856 0.0 0.0 0.0
C -3.252842 -1.725837 -3.849846 0.0 0.0 0.0
C -3.872756 -2.117386 -2.669064 0.0 0.0 0.0
C -3.455043 -1.589588 -1.458152 0.0 0.0 0.0
H -1.459366 2.167273 -0.357372 0.0 0.0 0.0
H 0.667744 1.821132 -2.052503 0.0 0.0 0.0
H 2.444214 2.786396 -3.462980 0.0 0.0 0.0
H 4.491735 3.703679 -2.420292 0.0 0.0 0.0
H 4.735811 3.678240 0.042747 0.0 0.0 0.0
H 2.952110 2.736889 1.452056 0.0 0.0 0.0
H 0.002697 1.103365 3.659691 0.0 0.0 0.0
H -0.620341 2.677045 5.448409 0.0 0.0 0.0
H -0.842822 5.091004 4.952418 0.0 0.0 0.0
H -0.426006 5.926989 2.664150 0.0 0.0 0.0
H 0.211329 4.357784 0.872059 0.0 0.0 0.0
H -2.375004 -0.397832 2.986268 0.0 0.0 0.0
H -4.270394 0.362387 4.369904 0.0 0.0 0.0
H -6.209205 1.474009 3.311059 0.0 0.0 0.0
H -6.249755 1.824008 0.863725 0.0 0.0 0.0
H -4.360670 1.063050 -0.523051 0.0 0.0 0.0
H -0.944771 0.392476 -2.565470 0.0 0.0 0.0
H -1.718490 -0.508998 -4.727704 0.0 0.0 0.0
H -3.581502 -2.135781 -4.796178 0.0 0.0 0.0
H -4.683696 -2.833953 -2.692043 0.0 0.0 0.0
H -3.942718 -1.898950 -0.540507 0.0 0.0 0.0
O 0.676705 -3.170211 4.365986 0.0 0.0 0.0
Cl 0.237116 -1.932147 3.824308 0.0 0.0 0.0
O -0.320360 -1.080215 4.818893 0.0 0.0 0.0
O -0.747970 -2.170406 2.753320 0.0 0.0 -0.1
O 1.341407 -1.252855 3.129096 0.0 0.0 0.0
Br 1.511352 -1.088685 -4.026363 0.0 0.0 0.0
C 3.135719 -0.600846 -3.173369 0.0 0.0 0.0
C 4.171934 -0.222216 -4.013672 0.0 0.0 0.0
C 5.399617 0.137503 -3.480812 0.0 0.0 0.0
C 5.597138 0.104188 -2.109173 0.0 0.0 0.0
C 4.561380 -0.287547 -1.280303 0.0 0.0 0.0
C 3.312771 -0.638163 -1.791973 0.0 0.0 0.0
C 2.257424 -0.981888 -0.785283 0.0 0.0 0.0
O 1.025837 -0.841518 -1.060433 0.0 0.0 0.0
O 2.607447 -1.345650 0.363893 0.0 0.0 0.0
H 4.011800 -0.214817 -5.082773 0.0 0.0 0.0
H 6.200800 0.437321 -4.144029 0.0 0.0 0.0
H 6.553684 0.381337 -1.686448 0.0 0.0 0.0
H 4.688525 -0.326842 -0.207237 0.0 0.0 0.0
Br -0.484114 -7.701605 -1.367478 0.0 0.0 0.0
C -0.193527 -5.959828 -0.706522 0.0 0.0 0.0
C -0.389203 -4.865795 -1.530110 0.0 0.0 0.0
C -0.163716 -3.608165 -1.000513 0.0 0.0 0.0
N 0.225401 -3.406351 0.263940 0.0 0.0 0.0
C 0.407723 -4.476925 1.043101 0.0 0.0 0.0
C 0.214486 -5.773670 0.601673 0.0 0.0 0.0
H -0.707043 -4.978045 -2.556201 0.0 0.0 0.0
H -0.292246 -2.723349 -1.612030 0.0 0.0 0.0
H 0.714662 -4.289078 2.064136 0.0 0.0 0.0
H 0.377062 -6.607460 1.268332 0.0 0.0 0.0
```
Forces are in eV/Å.

Atom charges from the Löwdin analysis, given in e for atoms 1 to 6: Ti 0.669; N -0.350; P 0.967; C -0.350; C -0.091; C -0.077